1.
C42H42F4HgN11O7S as an isolated structure. Source: the OMol25 dataset; level of theory: ωB97M-V/def2-TZVPD.

Each line ends with the Löwdin spin population.
Positions of all 108 atoms, in Å:
Hg: 0.144 -1.717 0.810  0.51
C: -3.319 2.372 -2.205  0.00
N: -2.258 1.844 -1.387  0.00
C: -2.203 0.664 -0.764  0.01
N: -1.083 0.560 -0.090  0.10
C: -0.466 1.750 -0.332  0.00
N: -1.149 2.559 -1.116  0.00
C: -4.295 3.263 -1.462  0.00
C: -4.891 4.316 -2.141  0.00
C: -5.851 5.105 -1.524  0.00
C: -6.218 4.855 -0.216  0.00
C: -5.599 3.822 0.487  0.00
C: -4.639 3.028 -0.134  0.00
C: -6.012 3.594 1.871  0.00
N: -7.072 4.062 2.440  0.00
N: -7.084 3.573 3.728  0.00
C: -6.017 2.862 3.871  0.00
O: -5.289 2.820 2.723  0.00
C: -5.577 2.173 5.084  0.00
C: -6.503 1.948 6.096  0.00
C: -6.100 1.311 7.255  0.00
C: -4.785 0.909 7.412  0.00
C: -3.845 1.141 6.414  0.00
C: -2.409 0.725 6.679  0.00
N: -1.495 0.927 5.584  0.00
C: -1.412 0.302 4.398  0.00
N: -0.505 0.882 3.649  0.00
C: -0.044 1.886 4.439  0.00
N: -0.619 1.957 5.619  0.00
C: -4.247 1.772 5.242  0.00
H: -3.847 1.517 -2.628  0.00
H: -2.866 2.931 -3.021  0.00
H: -2.969 -0.092 -0.852  0.00
H: 0.504 1.991 0.058  0.00
H: -4.613 4.509 -3.172  0.00
H: -6.317 5.917 -2.067  0.00
H: -6.970 5.450 0.284  0.00
H: -4.163 2.228 0.421  0.00
H: -7.528 2.265 5.952  0.00
H: -6.817 1.128 8.046  0.00
H: -4.479 0.419 8.330  0.00
H: -2.383 -0.321 6.990  0.00
H: -2.015 1.329 7.494  0.00
H: -1.998 -0.566 4.134  0.00
H: 0.742 2.558 4.128  0.00
H: -3.536 1.984 4.454  0.00
C: 5.643 -4.009 -2.515  0.00
C: 6.169 -2.646 -2.074  0.00
N: 5.120 -1.787 -1.537  0.00
C: 4.773 -1.933 -0.227  0.00
C: 3.784 -1.257 0.394  0.00
C: 3.473 -1.658 1.822  0.01
O: 4.430 -1.872 2.571  0.01
O: 2.238 -1.810 2.121  0.18
C: 3.065 -0.232 -0.308  0.01
O: 2.251 0.516 0.216  0.02
C: 3.407 -0.121 -1.747  0.00
C: 2.673 0.761 -2.540  0.00
C: 2.865 0.781 -3.887  0.00
F: 2.180 1.655 -4.665  0.00
C: 3.747 -0.097 -4.511  0.00
C: 4.514 -0.935 -3.732  0.00
C: 4.373 -0.949 -2.338  0.00
N: 3.795 -0.223 -5.933  0.00
C: 2.504 -0.293 -6.606  0.00
C: 2.710 -1.056 -7.894  0.00
N: 3.683 -0.242 -8.720  0.00
C: 4.996 -0.064 -8.009  0.00
C: 4.738 0.594 -6.659  0.00
H: 6.469 -4.632 -2.863  0.00
H: 4.908 -3.906 -3.314  0.00
H: 5.162 -4.513 -1.676  0.00
H: 6.654 -2.132 -2.902  0.00
H: 6.917 -2.776 -1.293  0.00
H: 5.352 -2.653 0.339  0.00
H: 1.937 1.396 -2.076  0.00
H: 5.176 -1.620 -4.244  0.00
H: 2.098 0.706 -6.841  0.00
H: 1.780 -0.801 -5.965  0.00
H: 1.787 -1.177 -8.460  0.00
H: 3.159 -2.026 -7.698  0.00
H: 3.263 0.682 -8.832  0.00
H: 3.821 -0.646 -9.643  0.00
H: 5.651 0.540 -8.635  0.00
H: 5.434 -1.049 -7.867  0.00
H: 4.369 1.622 -6.827  0.00
H: 5.675 0.660 -6.111  0.00
F: -2.071 -1.212 -2.969  0.00
C: -0.972 -0.976 -3.714  0.00
F: -1.344 -1.128 -5.000  0.00
F: -0.675 0.340 -3.556  0.00
C: 0.258 -1.876 -3.317  0.00
O: 0.835 -2.383 -4.295  0.00
O: 0.493 -1.913 -2.102  0.07
O: -0.974 -3.411 3.300  0.06
S: -0.207 -4.430 4.086  0.01
C: -0.708 -4.171 5.844  0.00
C: 0.424 -3.462 6.598  0.00
C: 1.318 -2.799 5.552  0.00
C: 1.460 -3.802 4.425  0.00
H: -0.945 -5.151 6.260  0.00
H: -1.621 -3.581 5.779  0.00
H: 1.000 -4.194 7.169  0.00
H: 0.028 -2.726 7.301  0.00
H: 2.291 -2.521 5.958  0.00
H: 0.852 -1.893 5.162  0.00
H: 2.050 -4.679 4.711  0.00
H: 1.861 -3.349 3.515  0.00

Properties
HOMO-LUMO gap (spin up / spin down)   5.374 / 6.172 eV
Expectation value of S²   0.7535
Max |F|   0.6 eV/A
Spin multiplicity   2
E_HOMO (spin up / spin down)   -6.65 / -7.45 eV
LUMO (spin up / spin down)   -1.3 / -1.3 eV

---

2.
C3H7InNO as an isolated structure. Source: the OMol25 dataset; level of theory: ωB97M-V/def2-TZVPD.

Each line ends with the Löwdin charge.
Positions of all 13 atoms, in Å:
In: 18.641 -8.173 -14.397  1.33
C: 17.207 -5.333 -18.386  0.09
C: 17.736 -4.927 -17.050  -0.32
O: 17.942 -5.760 -16.151  0.09
N: 18.221 -3.622 -16.986  0.37
C: 19.057 -3.211 -15.904  0.16
H: 16.162 -5.679 -18.368  0.15
H: 17.790 -6.168 -18.786  0.14
H: 17.268 -4.516 -19.118  0.13
H: 17.859 -2.892 -17.635  0.25
H: 19.080 -2.121 -15.988  0.16
H: 20.076 -3.677 -15.933  0.24
H: 18.678 -3.473 -14.885  0.22

Properties
Charge   +3
HOMO-LUMO gap   3.398 eV
Max |F|   4.6 eV/A
E_HOMO   -23.79 eV
LUMO   -20.4 eV

---

3.
A 7-piece molecular cluster, C48H109N7O7 overall. Source: the OMol25 dataset; level of theory: ωB97M-V/def2-TZVPD.

Each line ends with the Löwdin charge.
Positions of all 171 atoms, in Å:
C: 6.227 3.250 -5.213  -0.02
C: 4.748 3.642 -5.036  -0.52
C: 4.424 4.799 -5.979  -0.03
C: 3.864 2.461 -5.445  -0.14
C: 3.844 1.338 -4.438  -0.18
C: 3.484 1.834 -3.055  -0.14
C: 4.300 3.044 -2.608  -0.52
C: 3.541 3.695 -1.449  -0.02
C: 5.646 2.532 -2.055  -0.01
N: 4.388 4.001 -3.670  -0.09
O: 5.069 5.180 -3.259  -0.01
H: 6.374 3.057 -6.284  0.09
H: 6.908 4.091 -5.042  0.08
H: 6.558 2.370 -4.671  0.07
H: 3.386 5.104 -5.802  0.09
H: 5.024 5.689 -5.807  0.08
H: 4.441 4.451 -7.012  0.09
H: 2.850 2.736 -5.744  0.13
H: 4.287 2.033 -6.363  0.12
H: 3.171 0.564 -4.809  0.09
H: 4.840 0.879 -4.412  0.11
H: 3.605 1.030 -2.322  0.10
H: 2.406 2.033 -3.028  0.12
H: 3.872 4.711 -1.233  0.08
H: 3.625 3.111 -0.532  0.06
H: 2.473 3.787 -1.667  0.09
H: 5.553 2.074 -1.070  0.07
H: 6.388 3.331 -1.986  0.08
H: 6.066 1.745 -2.689  0.07
H: 6.009 4.940 -3.212  0.08
C: -4.572 2.306 1.789  -0.05
C: -5.519 3.372 2.302  -0.52
C: -5.319 3.546 3.831  -0.02
C: -5.231 4.680 1.590  -0.15
C: -6.333 5.711 1.726  -0.18
C: -7.658 5.138 1.224  -0.14
C: -8.049 3.870 1.959  -0.52
C: -8.549 4.170 3.377  -0.02
C: -9.162 3.189 1.167  -0.05
N: -6.888 2.964 1.986  -0.10
O: -7.199 1.748 2.620  -0.05
H: -4.778 1.335 2.245  0.07
H: -4.672 2.190 0.707  0.08
H: -3.531 2.541 2.023  0.09
H: -4.303 3.297 4.145  0.08
H: -5.474 4.588 4.126  0.07
H: -6.037 2.953 4.393  0.08
H: -4.304 5.141 1.945  0.13
H: -5.043 4.457 0.531  0.12
H: -6.434 5.942 2.793  0.10
H: -6.082 6.652 1.238  0.11
H: -7.588 5.027 0.140  0.12
H: -8.438 5.881 1.434  0.12
H: -9.515 4.677 3.369  0.09
H: -7.834 4.792 3.917  0.07
H: -8.618 3.236 3.933  0.08
H: -9.511 2.281 1.665  0.08
H: -8.875 2.932 0.144  0.07
H: -10.036 3.841 1.058  0.09
H: -7.361 1.118 1.895  0.05
C: 1.788 -2.143 -5.046  -0.03
C: 2.421 -3.489 -5.319  -0.55
C: 2.594 -3.677 -6.812  -0.04
C: 3.790 -3.551 -4.657  -0.13
C: 3.755 -3.782 -3.150  -0.17
C: 2.892 -4.992 -2.817  -0.14
C: 1.492 -4.894 -3.392  -0.52
C: 0.853 -6.272 -3.254  -0.03
C: 0.681 -3.853 -2.585  -0.02
N: 1.622 -4.585 -4.804  -0.10
O: 0.359 -4.637 -5.475  -0.02
H: 2.313 -1.372 -5.621  0.08
H: 0.728 -2.110 -5.301  0.09
H: 1.870 -1.815 -4.005  0.06
H: 1.678 -3.461 -7.359  0.08
H: 3.448 -3.136 -7.217  0.09
H: 2.819 -4.734 -7.006  0.09
H: 4.427 -4.283 -5.163  0.12
H: 4.285 -2.586 -4.839  0.12
H: 4.772 -3.923 -2.777  0.11
H: 3.358 -2.895 -2.643  0.09
H: 2.859 -5.105 -1.727  0.13
H: 3.404 -5.897 -3.163  0.12
H: 0.688 -6.498 -2.203  0.09
H: 1.517 -7.013 -3.704  0.09
H: -0.099 -6.326 -3.782  0.08
H: -0.059 -3.358 -3.214  0.09
H: 1.296 -3.189 -1.987  0.05
H: 0.073 -4.381 -1.838  0.08
H: 0.419 -5.479 -5.935  0.10
C: 2.115 -3.115 3.250  -0.04
C: 1.662 -2.297 4.467  -0.52
C: 1.398 -3.286 5.624  -0.02
C: 2.854 -1.408 4.836  -0.12
C: 2.491 -0.189 5.688  -0.17
C: 1.334 0.587 5.078  -0.13
C: 0.115 -0.292 4.801  -0.52
C: -0.626 -0.584 6.106  -0.02
C: -0.803 0.515 3.887  -0.03
N: 0.539 -1.474 4.061  -0.08
O: -0.570 -2.298 3.740  -0.02
H: 1.284 -3.756 2.933  0.08
H: 2.366 -2.464 2.414  0.06
H: 2.955 -3.768 3.493  0.09
H: 0.612 -3.981 5.318  0.09
H: 2.303 -3.878 5.769  0.08
H: 1.124 -2.799 6.551  0.06
H: 3.583 -2.028 5.358  0.12
H: 3.350 -0.981 3.956  0.10
H: 2.271 -0.432 6.735  0.11
H: 3.362 0.472 5.769  0.11
H: 1.652 1.012 4.122  0.09
H: 1.021 1.344 5.796  0.12
H: -0.005 -1.199 6.756  0.06
H: -1.498 -1.215 5.920  0.09
H: -0.905 0.344 6.597  0.09
H: -0.284 0.747 2.950  0.04
H: -1.043 1.475 4.353  0.10
H: -1.748 0.019 3.662  0.09
H: -0.913 -1.866 2.941  0.05
C: -2.526 -1.049 0.665  -0.10
O: -1.377 -1.568 1.263  -0.23
C: -0.316 -1.783 0.374  -0.18
C: 0.279 -0.483 -0.131  -0.39
C: 1.618 -0.710 -0.821  -0.06
N: 0.443 0.474 0.998  0.06
H: -3.302 -0.878 1.410  0.08
H: -2.949 -1.739 -0.078  0.10
H: -2.365 -0.085 0.165  0.10
H: 0.463 -2.316 0.922  0.12
H: -0.661 -2.437 -0.440  0.12
H: -0.401 -0.036 -0.862  0.13
H: 1.479 -0.979 -1.870  0.06
H: 2.226 -1.489 -0.341  0.08
H: 2.240 0.184 -0.817  0.05
H: -0.461 0.486 1.481  0.03
H: 0.996 0.050 1.750  0.06
C: 3.776 1.651 2.451  -0.10
O: 4.808 0.715 2.401  -0.18
C: 4.690 -0.198 1.333  -0.22
C: 6.061 -0.678 0.935  -0.45
C: 5.989 -1.616 -0.244  -0.06
N: 6.821 -1.271 2.051  0.05
H: 2.828 1.177 2.733  0.06
H: 3.663 2.205 1.515  0.08
H: 4.039 2.370 3.227  0.10
H: 4.095 -1.079 1.636  0.12
H: 4.171 0.270 0.487  0.10
H: 6.667 0.201 0.677  0.14
H: 5.094 -1.419 -0.849  0.06
H: 5.779 -2.634 0.118  0.08
H: 6.860 -1.645 -0.888  0.08
H: 6.436 -2.196 2.259  0.07
H: 6.572 -0.743 2.889  0.07
C: -5.420 -3.745 1.513  -0.10
O: -6.030 -3.019 0.465  -0.18
C: -6.910 -2.044 0.935  -0.23
C: -7.113 -1.009 -0.149  -0.42
C: -5.802 -0.349 -0.523  -0.06
N: -8.029 0.042 0.294  0.05
H: -4.689 -3.122 2.045  0.08
H: -4.880 -4.591 1.092  0.09
H: -6.159 -4.138 2.220  0.09
H: -7.863 -2.471 1.285  0.13
H: -6.490 -1.532 1.823  0.13
H: -7.436 -1.527 -1.066  0.14
H: -5.244 0.006 0.351  0.05
H: -5.876 0.559 -1.132  0.09
H: -5.146 -1.011 -1.091  0.08
H: -8.953 -0.332 0.507  0.09
H: -8.191 0.673 -0.485  0.08

Properties
HOMO-LUMO gap   8.421 eV
Max |F|   1.6 eV/A
E_HOMO   -7.93 eV
LUMO   0.5 eV

---

4.
C21H49FeN7O7 as an isolated structure. Source: the OMol25 dataset; level of theory: ωB97M-V/def2-TZVPD.

Each line ends with the Löwdin spin population.
Positions of all 85 atoms, in Å:
Fe: -0.063 -0.014 0.294  3.81
C: -3.250 0.511 -0.567  0.01
O: -2.049 0.345 -0.328  0.03
N: -3.829 0.197 -1.712  0.00
C: -5.292 0.322 -1.858  0.00
C: -3.090 -0.289 -2.866  0.00
H: -3.917 0.842 0.238  0.00
H: -5.755 -0.474 -1.276  0.00
H: -5.580 0.269 -2.902  0.00
H: -5.632 1.280 -1.467  0.00
H: -3.255 -1.364 -2.951  0.00
H: -3.320 0.285 -3.759  0.00
H: -2.015 -0.203 -2.705  0.00
C: -1.168 -2.916 -1.135  0.00
O: -0.729 -1.803 -0.882  0.02
N: -0.947 -3.577 -2.280  0.00
C: -1.610 -4.856 -2.476  0.00
C: -0.096 -3.027 -3.306  0.00
H: -1.748 -3.514 -0.422  0.00
H: -2.358 -4.862 -3.265  0.00
H: -2.041 -5.243 -1.553  0.00
H: -0.883 -5.649 -2.685  0.00
H: -0.678 -2.615 -4.136  0.00
H: 0.460 -2.170 -2.930  0.00
H: 0.592 -3.775 -3.695  0.00
C: 0.344 -2.062 2.801  0.00
O: 0.230 -1.688 1.643  0.02
N: -0.557 -2.852 3.409  0.00
C: -0.331 -3.196 4.808  0.00
C: -1.711 -3.432 2.765  0.00
H: 1.166 -1.763 3.463  0.00
H: 0.562 -2.692 5.176  0.00
H: -0.158 -4.259 4.981  0.00
H: -1.151 -2.882 5.455  0.00
H: -2.031 -2.857 1.893  0.00
H: -1.465 -4.400 2.321  0.00
H: -2.534 -3.463 3.472  0.00
C: 2.879 0.554 1.947  0.00
O: 1.852 0.361 1.306  0.02
N: 3.913 -0.293 1.930  0.00
C: 3.810 -1.681 1.475  0.00
C: 5.162 0.099 2.586  0.00
H: 3.133 1.504 2.430  0.00
H: 3.897 -1.736 0.387  0.00
H: 2.840 -2.087 1.741  0.00
H: 4.674 -2.193 1.887  0.00
H: 5.071 1.073 3.060  0.00
H: 5.501 -0.649 3.299  0.00
H: 5.930 0.205 1.816  0.00
C: 0.614 3.067 -0.902  0.00
O: 0.115 2.052 -0.421  0.02
N: 0.054 3.828 -1.836  0.00
C: 0.560 5.183 -2.064  0.00
C: -1.203 3.511 -2.476  0.00
H: 1.571 3.454 -0.523  0.00
H: -0.080 5.916 -1.577  0.00
H: 0.609 5.372 -3.137  0.00
H: 1.585 5.301 -1.716  0.00
H: -1.945 4.280 -2.250  0.00
H: -1.020 3.383 -3.543  0.00
H: -1.641 2.596 -2.075  0.00
C: -1.210 1.041 3.245  0.00
O: -0.975 0.775 2.076  0.02
N: -0.789 2.122 3.912  0.00
C: -1.103 2.312 5.302  0.00
C: -0.131 3.220 3.197  0.00
H: -1.832 0.378 3.869  0.00
H: -1.710 1.518 5.740  0.00
H: -1.715 3.197 5.490  0.00
H: -0.177 2.342 5.881  0.00
H: -0.779 4.094 3.298  0.00
H: 0.826 3.377 3.690  0.00
H: -0.046 3.062 2.126  0.00
C: 2.327 -0.052 -2.023  0.00
O: 1.343 -0.270 -1.337  0.02
N: 2.317 0.375 -3.290  0.00
C: 3.542 0.879 -3.919  0.00
C: 1.081 0.776 -3.912  0.00
H: 3.344 -0.160 -1.622  0.00
H: 3.452 0.726 -4.993  0.00
H: 4.471 0.410 -3.607  0.00
H: 3.582 1.950 -3.714  0.00
H: 1.092 0.589 -4.987  0.00
H: 0.212 0.241 -3.534  0.00
H: 0.887 1.844 -3.796  0.00

Properties
Charge   +2
HOMO-LUMO gap (spin up / spin down)   10.252 / 8.899 eV
Expectation value of S²   6.0066
Max |F|   1.6 eV/A
Spin multiplicity   5
E_HOMO (spin up / spin down)   -14.02 / -12.67 eV
LUMO (spin up / spin down)   -3.8 / -3.8 eV

---

5.
One molecule with the formula C12H9BrN2O4S. Source: the OMol25 dataset; level of theory: ωB97M-V/def2-TZVPD.

Each line ends with the Löwdin charge.
Positions of all 29 atoms, in Å:
O: -0.459 2.294 2.510  0.13
C: -0.917 1.232 2.780  -0.47
O: -0.934 0.767 4.092  0.07
C: -1.363 0.279 1.633  -0.02
C: -1.658 0.730 0.177  -0.36
C: -2.608 -0.149 -0.514  -0.40
S: -2.085 -1.929 -0.479  0.93
C: -0.300 -1.654 -0.871  -0.35
C: 0.628 -2.797 -0.939  -0.18
C: 1.897 -2.681 -1.193  -0.67
Br: 2.868 -4.362 -1.429  0.71
C: 2.440 -1.442 -1.383  -0.06
C: 1.704 -0.264 -1.260  -0.12
N: 2.370 0.974 -1.152  0.15
C: 1.598 2.085 -0.844  -0.33
O: 2.263 3.102 -0.674  0.10
C: 0.103 2.027 -0.785  -0.25
O: -0.711 2.990 -0.698  0.08
N: -0.526 0.790 -0.695  0.03
C: 0.276 -0.360 -0.930  -0.11
H: -0.408 1.409 4.639  0.14
H: -2.187 -0.310 1.906  0.09
H: -0.463 -0.449 1.700  0.16
H: -2.178 1.678 0.233  0.16
H: -3.659 -0.179 -0.172  0.10
H: -2.630 0.195 -1.580  0.12
H: 0.196 -3.779 -0.864  0.09
H: 3.468 -1.392 -1.598  0.10
H: 3.275 1.196 -1.610  0.19

Properties
HOMO-LUMO gap   8.273 eV
Max |F|   6.3 eV/A
E_HOMO   -8.73 eV
LUMO   -0.5 eV

---

Energy relative to the best compared isomer or geometry (same formula, charge and spin) values, unit kJ/mol, following the record order: 116.2 139.9 0.2 0.0 77.7.